Version i
Density functional theory data (wB97M-V/def2-TZVPD) for C12H25N3O3 in the gas phase.

CARTESIAN COORDINATES (ANGSTROEM)
C1 -1.895 1.319 -3.801
C2 -1.040 1.682 -2.604
C3 0.247 0.850 -2.507
C4 1.233 1.089 -3.585
C5 -0.112 -0.655 -2.486
N1 -1.169 -1.003 -1.539
C6 -1.393 -0.600 -0.221
O1 -2.479 -0.860 0.345
C7 -0.358 0.186 0.622
N2 -0.983 1.450 0.887
C8 0.006 -0.782 1.797
C9 0.980 -0.125 2.771
C10 1.484 -0.894 3.950
C11 0.314 -1.236 4.910
N3 -0.500 -0.160 5.439
C12 1.234 -1.380 -2.172
O2 1.706 -1.555 -1.074
O3 1.783 -1.846 -3.325
H1 -1.168 0.819 -4.653
H2 -2.732 0.477 -3.522
H3 -2.409 2.333 -4.136
H4 -1.615 1.742 -1.709
H5 -0.558 2.732 -2.726
H6 0.684 1.218 -1.581
H7 2.197 0.566 -3.316
H8 1.567 2.161 -3.689
H9 0.973 0.741 -4.587
H10 -0.503 -0.856 -3.491
H11 -1.965 -1.610 -1.807
H12 0.619 0.305 0.073
H13 -0.383 1.939 1.532
H14 -1.936 1.177 1.296
H15 0.364 -1.733 1.311
H16 -0.950 -1.147 2.333
H17 1.884 0.173 2.180
H18 0.474 0.779 3.226
H19 1.946 -1.835 3.666
H20 2.222 -0.315 4.559
H21 0.765 -1.659 5.848
H22 -0.337 -2.040 4.496
H23 -0.985 0.326 4.701
H24 0.207 0.531 5.732
H25 2.583 -2.304 -3.145

## Properties
SMILES ... CC[C@H](C)[C@H](NC(=O)[C@@H](N)CCCCN)C(=O)O
Lowest unoccupied orbital energy ... 0.51 eV

=====

Version ii
Density functional theory data (wB97M-V/def2-TZVPD) for C12H25N3O3 in the gas phase.

CARTESIAN COORDINATES (ANGSTROEM)
C1 -3.288 2.743 -1.517
C2 -2.539 3.322 -0.373
C3 -3.061 4.677 -0.036
C4 -2.815 2.289 0.816
C5 -2.428 0.923 0.537
N1 -2.685 -0.119 1.567
C6 -1.011 0.770 0.006
O1 -0.480 1.708 -0.435
N2 -0.452 -0.458 0.122
C7 0.767 -0.705 -0.540
C8 2.003 -1.043 0.461
C9 2.191 -2.502 1.013
C10 3.153 -3.416 0.139
C11 4.533 -2.749 -0.165
N3 5.131 -2.493 1.026
C12 0.591 -1.937 -1.385
O2 -0.151 -2.862 -1.282
O3 1.662 -2.108 -2.256
H1 -3.172 3.522 -2.417
H2 -4.335 2.819 -1.202
H3 -3.210 1.674 -1.949
H4 -1.393 3.421 -0.717
H5 -4.182 4.607 0.050
H6 -2.790 5.457 -0.875
H7 -2.608 5.107 0.904
H8 -3.758 2.457 0.885
H9 -2.453 2.829 1.733
H10 -3.068 0.670 -0.325
H11 -3.766 -0.193 1.606
H12 -2.513 0.235 2.529
H13 -1.089 -1.279 0.361
H14 1.055 0.060 -1.260
H15 2.965 -0.468 0.104
H16 2.072 -0.408 1.424
H17 1.254 -2.979 1.001
H18 2.415 -2.557 2.005
H19 3.242 -4.342 0.632
H20 2.720 -3.619 -0.808
H21 5.079 -3.588 -0.742
H22 4.273 -1.779 -0.764
H23 5.939 -1.935 1.159
H24 4.779 -2.892 1.863
H25 1.427 -2.860 -2.896

## Properties
SMILES ... CC(C)C[C@H](N)C(=O)N[C@@H](CCCCN)C(=O)O
Lowest unoccupied orbital energy ... 0.74 eV

=====

Version iii
Density functional theory data (wB97M-V/def2-TZVPD) for a molecular structure, C12H25N3O3.

CARTESIAN COORDINATES (ANGSTROEM)
C1 -1.901 -0.656 1.846
C2 -1.071 -0.770 0.554
C3 -1.137 -0.876 3.203
C4 -2.145 -0.494 4.410
C5 -0.556 -2.380 3.220
C6 0.525 -2.660 4.311
C7 0.859 -0.032 -0.724
C8 2.237 0.555 -0.390
C9 0.328 0.124 -2.314
C10 -0.545 1.520 -2.536
C11 0.178 2.878 -3.039
C12 1.370 2.525 -4.135
H1 -3.561 -1.385 0.962
H2 -2.741 -2.719 1.627
H3 -2.341 0.415 1.557
H4 -0.412 -0.055 3.109
H5 -1.220 -0.015 5.187
H6 -2.847 -1.276 4.729
H7 -2.775 0.549 4.062
H8 -0.014 -2.541 2.233
H9 -1.325 -3.079 3.213
H10 0.232 -3.871 4.646
H11 0.429 -1.512 5.137
H12 1.716 -2.739 3.784
H13 -0.170 1.118 0.685
H14 0.975 -1.062 -0.641
H15 1.111 -0.026 -3.087
H16 -0.505 -0.545 -2.441
H17 -1.448 1.347 -3.231
H18 -0.773 1.626 -1.351
H19 -0.543 3.606 -3.736
H20 0.604 3.374 -1.903
H21 2.246 1.924 -3.578
H22 1.856 3.478 -4.328
H23 0.649 2.299 -6.264
H24 0.614 0.836 -4.969
H25 2.904 -0.026 -2.294
N1 -2.985 -1.648 1.783
N2 -0.339 0.309 0.117
N3 0.558 1.985 -5.170
O1 -1.029 -1.898 -0.018
O2 2.472 1.401 0.411
O3 3.287 0.165 -1.225

## Properties
Lowest unoccupied orbital energy ... 0.29 eV

=====

It is version i that is the most stable of them.

=====

Version i
Density functional theory data (wB97M-V/def2-TZVPD) for C3H5BrS in the gas phase.

CARTESIAN COORDINATES (ANGSTROEM)
C1 -0.171 1.206 -1.008
C2 -0.708 0.386 -0.143
Br1 -2.624 0.601 0.465
C3 -0.014 -0.832 0.407
S1 1.804 -0.991 -0.116
H1 -0.800 2.091 -1.154
H2 0.864 1.246 -1.269
H3 0.020 -0.678 1.500
H4 -0.590 -1.876 0.218
H5 2.220 -1.154 1.101

## Properties
SMILES ... C=C(Br)CS
Lowest unoccupied orbital energy ... 0.56 eV

=====

Version ii
Density functional theory data (wB97M-V/def2-TZVPD) for C3H5BrS in the gas phase.

CARTESIAN COORDINATES (ANGSTROEM)
C1 0.011 -1.231 -0.248
S1 0.975 0.071 0.710
C2 -0.001 1.469 0.311
C3 0.135 2.679 0.996
Br1 -0.947 4.151 0.485
H1 -0.281 -0.627 -1.131
H2 -0.835 -1.457 0.326
H3 0.797 -1.867 -0.484
H4 -0.835 1.157 -0.388
H5 0.921 3.029 1.725

## Properties
SMILES ... CS/C=C/Br
Lowest unoccupied orbital energy ... 0.84 eV

=====

It is version i that is the most stable of them.

=====

Version i
Density functional theory data (wB97M-V/def2-TZVPD) for 12 unconnected molecules or ions with the total composition C4H30N2O13.

CARTESIAN COORDINATES (ANGSTROEM)
N1 0.451 -0.247 -1.069
C1 -0.142 -1.247 -1.777
O1 0.024 -1.360 -2.970
C2 -1.099 -2.261 -1.010
C3 -2.420 -1.656 -0.530
N2 -3.505 -2.011 -1.494
C4 -2.952 -2.292 0.677
O2 -3.025 -1.689 1.734
H1 1.220 0.372 -1.407
H2 0.080 -0.028 -0.168
H3 -0.551 -2.692 -0.217
H4 -1.349 -3.095 -1.776
H5 -2.237 -0.544 -0.452
H6 -4.129 -1.195 -1.524
H7 -3.094 -1.940 -2.408
H8 -3.172 -3.336 0.454
O3 -2.681 1.738 -2.387
H9 -2.722 0.802 -2.263
H10 -3.044 2.161 -1.605
O4 -0.342 -1.051 1.765
H11 -1.199 -1.432 1.949
H12 0.202 -0.686 2.489
O5 -3.716 2.674 0.969
H13 -2.911 2.099 1.007
H14 -3.659 3.105 0.118
O6 3.046 0.949 1.696
H15 3.179 1.199 0.773
H16 3.626 0.173 1.817
O7 1.813 3.255 0.516
H17 2.246 3.255 1.366
H18 1.133 2.673 0.837
O8 -0.598 1.929 1.766
H19 -0.585 1.561 0.875
H20 -0.750 0.999 2.133
O9 2.956 1.237 -1.079
H21 3.397 0.655 -1.661
H22 2.580 2.064 -1.429
O10 1.386 -0.021 3.461
H23 1.493 0.613 2.774
H24 2.144 -0.357 3.929
O11 1.434 3.259 -2.018
H25 0.520 3.365 -1.830
H26 2.125 3.655 -1.445
O12 1.891 -3.631 1.219
H27 2.137 -3.460 0.336
H28 1.589 -2.832 1.651
O13 3.440 -1.758 -1.123
H29 2.924 -1.805 -1.985
H30 2.848 -1.168 -0.684

## Properties
SMILES ... NC(=O)C[C@@H](N)C=O.O.O.O.O.O.O.O.O.O.O.O
Lowest unoccupied orbital energy ... -0.17 eV

=====

Version ii
Density functional theory data (wB97M-V/def2-TZVPD) for 12 unconnected molecules or ions with the total composition C4H30N2O13.

CARTESIAN COORDINATES (ANGSTROEM)
C1 -2.361 -2.446 1.541
C2 -0.932 -2.863 1.437
O1 -0.398 -3.615 2.243
N1 -0.200 -2.399 0.384
C3 -0.537 -1.270 -0.463
C4 0.192 -0.033 0.029
N2 1.527 -0.062 0.012
O2 -0.438 0.966 0.429
H1 -2.930 -2.654 0.633
H2 -2.841 -2.958 2.375
H3 -2.489 -1.374 1.719
H4 0.772 -2.690 0.375
H5 -0.277 -1.489 -1.495
H6 -1.600 -1.064 -0.419
H7 2.035 -0.947 -0.092
H8 2.036 0.646 0.528
O3 2.050 1.162 -3.033
H9 2.244 2.074 -2.716
H10 2.055 0.643 -2.221
O4 2.262 -2.952 2.565
H11 1.376 -3.367 2.470
H12 2.115 -2.144 3.098
O5 1.279 1.765 2.454
H13 1.279 2.652 2.824
H14 0.500 1.684 1.873
O6 -3.143 1.476 -0.357
H15 -2.891 2.052 -1.107
H16 -2.304 1.346 0.117
O7 -4.089 -1.078 -0.901
H17 -4.882 -0.979 -1.433
H18 -3.775 -0.154 -0.745
O8 -0.545 1.127 -3.887
H19 -0.493 1.089 -4.845
H20 0.391 1.150 -3.563
O9 -1.958 2.934 -2.470
H21 -1.436 2.274 -2.994
H22 -2.383 3.531 -3.093
O10 1.639 -0.612 3.906
H23 0.925 -0.653 4.549
H24 1.498 0.205 3.377
O11 2.291 3.650 -1.972
H25 1.450 3.730 -1.456
H26 2.964 4.127 -1.483
O12 2.649 -2.339 0.038
H27 2.659 -2.565 1.016
H28 3.012 -3.096 -0.432
O13 -0.021 3.580 -0.542
H29 -0.709 3.560 -1.246
H30 -0.125 2.711 -0.127

## Properties
SMILES ... CC(=O)NCC(N)=O.O.O.O.O.O.O.O.O.O.O.O
Lowest unoccupied orbital energy ... 0.27 eV

=====

It is version ii that is the most stable of them.

=====

Version i
Density functional theory data (wB97M-V/def2-TZVPD) for C9H14N4O4 in the gas phase.

CARTESIAN COORDINATES (ANGSTROEM)
N1 0.017 1.734 1.592
C1 -0.246 2.145 0.213
C2 1.225 1.815 -0.567
C3 2.017 0.532 -0.396
C4 2.211 -0.391 -1.316
N2 2.957 -1.393 -0.716
C5 3.125 -0.981 0.589
N3 2.584 0.179 0.793
C6 -1.565 1.805 -0.459
O1 -2.119 2.532 -1.301
N4 -2.037 0.572 -0.342
C7 -1.611 -0.655 0.457
C8 -2.718 -1.504 0.862
O2 -3.613 -1.879 -0.130
C9 -0.701 -1.468 -0.400
O3 -0.632 -1.445 -1.583
O4 0.085 -2.145 0.419
H1 -0.321 2.532 2.087
H2 1.080 1.779 1.811
H3 -0.258 3.218 0.265
H4 0.962 2.005 -1.625
H5 1.878 2.563 -0.067
H6 2.035 -0.410 -2.380
H7 3.433 -2.201 -1.183
H8 3.885 -1.530 1.152
H9 -2.903 0.531 -0.936
H10 -0.855 -0.287 1.280
H11 -3.428 -0.904 1.448
H12 -2.325 -2.312 1.480
H13 -3.071 -2.058 -0.949
H14 0.906 -2.381 -0.099

## Properties
SMILES ... N[C@@H](Cc1c[nH]cn1)C(=O)N[C@@H](CO)C(=O)O
Lowest unoccupied orbital energy ... 0.38 eV

=====

Version ii
Density functional theory data (wB97M-V/def2-TZVPD) for C9H14N4O4 in the gas phase.

CARTESIAN COORDINATES (ANGSTROEM)
N1 3.502 1.245 -0.003
C1 3.384 -0.154 -0.554
C2 4.021 -1.054 0.510
O1 5.334 -0.708 0.865
C3 1.848 -0.535 -0.614
O2 1.450 -1.574 -1.189
N2 1.034 0.405 -0.089
C4 -0.384 0.368 -0.275
C5 -1.000 -0.627 0.710
C6 -2.500 -0.833 0.541
C7 -3.094 -1.654 -0.394
N3 -4.446 -1.291 -0.384
C8 -4.587 -0.334 0.581
N4 -3.462 -0.061 1.196
C9 -0.929 1.807 -0.252
O3 -0.304 2.722 0.275
O4 -2.177 1.931 -0.751
H1 3.688 1.934 -0.744
H2 4.200 1.345 0.752
H3 3.734 -0.324 -1.567
H4 3.917 -2.120 0.199
H5 3.495 -1.019 1.444
H6 5.955 -1.139 0.290
H7 1.482 1.239 0.299
H8 -0.673 -0.027 -1.339
H9 -0.471 -1.590 0.652
H10 -0.895 -0.204 1.733
H11 -2.713 -2.447 -1.004
H12 -5.152 -1.695 -0.986
H13 -5.533 0.244 0.674
H14 -2.409 2.848 -0.554

## Properties
SMILES ... N[C@@H](CO)C(=O)N[C@@H](Cc1c[nH]cn1)C(=O)O
Lowest unoccupied orbital energy ... 0.74 eV

=====

It is version ii that is the most stable of them.

=====

Version i
Density functional theory data (wB97M-V/def2-TZVPD) for 2 unconnected molecules or ions with the total composition C3H5N2O.

CARTESIAN COORDINATES (ANGSTROEM)
C1 -1.208 -0.731 -0.734
C2 1.087 -0.578 0.131
C3 -0.525 1.146 0.268
N1 -0.154 -1.323 -0.222
N2 -1.260 0.657 -0.745
O1 0.549 0.594 0.727
H1 1.701 -1.275 0.846
H2 1.575 -0.207 -0.714
H3 -0.926 2.597 0.991
H4 -0.005 -2.286 0.020
H5 -2.120 1.032 -1.134

## Properties
Total charge ... +1
Lowest unoccupied orbital energy (spin up / spin down) ... -5.24 / -5.24 eV

=====

Version ii
Density functional theory data (wB97M-V/def2-TZVPD) for a gas-phase ion, C3H5N2O (charge +1).

CARTESIAN COORDINATES (ANGSTROEM)
C1 0.554 1.223 0.185
N1 0.311 -0.128 0.496
C2 -0.647 -1.289 -0.240
C3 -0.348 -2.345 0.551
N2 0.522 -2.042 1.522
O1 0.869 -0.816 1.471
H1 1.493 1.529 0.649
H2 0.624 1.339 -0.897
H3 -0.255 1.863 0.558
H4 -1.222 -0.966 -1.076
H5 -0.718 -3.355 0.487

## Properties
Total charge ... +1
SMILES ... C[n+]1ccno1
Lowest unoccupied orbital energy ... -6.37 eV

=====

It is version ii that is the most stable of them.

=====

Version i
Density functional theory data (wB97M-V/def2-TZVPD) for a gas-phase ion, C7H10NO3 (charge -1).

CARTESIAN COORDINATES (ANGSTROEM)
C1 -1.798 2.003 0.845
C2 -2.397 0.966 0.409
C3 -3.474 0.015 0.134
C4 -0.106 0.175 -0.455
C5 -0.302 0.755 -1.897
C6 1.508 -1.618 0.521
C7 0.204 -1.274 -0.174
N1 0.452 1.088 0.329
O1 -3.540 -0.978 0.892
O2 -4.259 0.319 -0.765
O3 -0.332 2.217 0.633
H1 -2.100 3.020 1.021
H2 -1.390 1.058 -1.979
H3 -0.038 0.043 -2.575
H4 0.328 1.608 -1.925
H5 2.459 -1.024 0.181
H6 1.720 -2.662 0.295
H7 1.635 -1.364 1.578
H8 -0.678 -1.666 0.314
H9 0.207 -1.659 -1.290
H10 0.765 0.545 1.181

## Properties
Total charge ... -1
Lowest unoccupied orbital energy (spin up / spin down) ... 3.21 / 3.21 eV

=====

Version ii
Density functional theory data (wB97M-V/def2-TZVPD) for a gas-phase ion, C7H10NO3 (charge -1).

CARTESIAN COORDINATES (ANGSTROEM)
C1 -1.976 1.450 0.447
C2 -2.042 0.269 -0.064
C3 -3.158 -0.786 -0.234
C4 0.624 0.406 0.014
C5 0.608 0.647 -1.511
C6 2.502 -1.359 0.243
C7 1.043 -0.940 0.661
N1 0.465 1.516 0.747
O1 -3.372 -1.413 0.806
O2 -3.696 -0.835 -1.354
O3 -0.742 2.162 0.829
H1 -2.659 2.230 0.735
H2 0.508 -0.284 -2.081
H3 1.564 1.145 -1.662
H4 -0.176 1.500 -1.774
H5 2.525 -2.471 0.415
H6 3.342 -1.056 0.888
H7 2.740 -1.280 -0.913
H8 1.027 -0.587 1.692
H9 0.192 -1.647 0.447
H10 0.678 1.333 1.669

## Properties
Total charge ... -1
Lowest unoccupied orbital energy (spin up / spin down) ... 3.21 / 3.20 eV

=====

It is version i that is the most stable of them.